# C5H6OS

A single C5H6OS molecule at a distorted geometry (ωB97M-V with the def2-TZVPD basis set, the OMol25 dataset).

strongest force on any atom	7.1	eV/A
gap between HOMO and LUMO	9.384	eV
energy relative to the best compared isomer or geometry (same formula, charge and spin)	316.63	kJ/mol
SMILES string	C=C/C=C\C(=O)S
highest occupied orbital energy	-9.119	eV
electronic energy	-667.41754	Ha

The geometry in ORCA input format:
```
! wB97M-V def2-TZVPD RIJCOSX def2/J DEFGRID3
* xyz 0 1
C -1.348 0.877 0.179
C -0.204 1.420 -0.592
C 0.874 0.687 -0.486
C 1.207 -0.651 -0.134
C 0.484 -1.288 0.907
H -1.666 -0.903 -1.560
H 0.016 2.384 -0.885
H 1.797 1.339 -0.655
H 1.702 -1.217 -0.821
H 0.126 -0.707 1.734
H 0.762 -2.388 1.298
O -1.470 1.141 1.430
S -2.281 -0.692 -0.414
*
```

=====

# C5H6OS2

A single C5H6OS2 molecule at a distorted geometry (ωB97M-V with the def2-TZVPD basis set, the OMol25 dataset).

strongest force on any atom	2.5	eV/A
gap between HOMO and LUMO	9.584	eV
energy relative to the best compared isomer or geometry (same formula, charge and spin)	100.00	kJ/mol
SMILES string	C=C[C@@H]1SCSC1=O
highest occupied orbital energy	-9.244	eV
electronic energy	-1065.69064	Ha

The geometry in ORCA input format:
```
! wB97M-V def2-TZVPD RIJCOSX def2/J DEFGRID3
* xyz 0 1
C 2.590 0.061 0.315
C 1.601 0.314 -0.530
C 0.180 0.059 0.074
C -2.393 -0.952 -0.035
C -0.707 1.254 -0.099
H 3.666 0.004 0.106
H 2.264 -0.264 1.354
H 1.714 0.641 -1.562
H 0.314 -0.059 1.166
H -2.972 -1.462 -0.836
H -2.765 -1.303 0.882
O -0.350 2.350 -0.477
S -0.630 -1.531 -0.399
S -2.512 0.886 0.040
*
```

=====

Question: Which formula does entry 2 have?
Answer: C5H6OS2

=====

Question: Which formula does entry 2 have?
Answer: C5H6OS2